# 1
Molecular formula: C5H6O3
Method: DFT, ωB97M-V/def2-TZVPD

## Properties
DFT total energy	-11416.8110	eV
Kohn-Sham gap	8.21	eV
2S+1	1

Geometry as XYZ:
```
14
C5H6O3 ωB97M-V/def2-TZVPD
C 1.5959 1.1241 -0.2032
C 0.4779 0.1445 -0.4734
C -0.8654 0.5446 -0.1739
C -2.1394 -0.0611 0.3248
C 0.9539 -1.3375 -0.1073
H 1.4221 2.2237 0.3488
H 2.0110 1.1416 -1.2720
H 2.2288 0.5169 0.6069
H -1.0513 1.7247 0.2196
H -2.9647 0.8754 1.3884
H -1.0975 -1.9316 -0.2386
O -2.6768 -1.1644 -0.5339
O -0.0185 -2.0983 0.0579
O 2.1239 -1.7027 0.0559
```

# 2
Molecular formula: C5H6O3Si
Method: DFT, ωB97M-V/def2-TZVPD

## Properties
DFT total energy	-19297.4042	eV
Kohn-Sham gap (spin up / spin down)	7.33 / 7.33	eV
2S+1	1

Geometry as XYZ:
```
15
C5H6O3Si ωB97M-V/def2-TZVPD
C 1.9807 -0.6014 0.7276
C 1.3347 0.3479 0.0906
C -1.3905 -1.5884 -1.5209
C -1.8533 0.4918 1.1058
C -0.7992 2.3061 -1.1317
O -2.4605 -1.9141 -1.1448
O -3.0730 0.4685 1.0959
O 0.0756 3.0417 -1.5600
Si -0.5106 0.5446 -0.3230
H 2.9768 -0.4435 1.0178
H 1.6329 -1.5639 0.9781
H 1.8934 1.3103 -0.0378
H -1.0267 -2.0979 -2.5000
H -1.2982 0.5384 2.1278
H -1.8496 2.6326 -1.0070
```

# 3
Molecular formula: C5H6O4
Method: DFT, ωB97M-V/def2-TZVPD

## Properties
DFT total energy	-13471.4610	eV
Kohn-Sham gap	9.73	eV
SMILES string	CC(=C=O)COC(=O)O
2S+1	1

Geometry as XYZ:
```
15
C5H6O4 ωB97M-V/def2-TZVPD
C -0.4406 0.0896 2.1903
C -0.4675 0.5256 0.7554
C -1.5912 0.6510 0.1059
O -2.5978 0.7393 -0.4922
C 0.8474 0.5349 0.0287
O 1.1030 -0.7813 -0.4855
C 0.7186 -1.0969 -1.7440
O 0.6698 -2.2253 -2.1989
O 0.3941 -0.0279 -2.4907
H -1.2428 0.5720 2.7593
H -0.5686 -0.9952 2.2624
H 0.5055 0.3566 2.6719
H 0.8849 1.3140 -0.7414
H 1.6637 0.7711 0.7211
H 0.1212 -0.4275 -3.3424
```

# 4
Molecular formula: C5H6O4Yb
Method: DFT, ωB97M-V/def2-TZVPD

## Properties
DFT total energy	-44999.6383	eV
Kohn-Sham gap	4.53	eV
2S+1	1

Geometry as XYZ:
```
16
C5H6O4Yb ωB97M-V/def2-TZVPD
O -0.6014 1.0691 0.5273
O -2.5413 0.4855 -0.2855
C -3.5914 -0.4296 -0.2142
C -4.8320 -0.0156 -0.4140
C -1.3661 0.1780 0.1807
H -3.3091 -1.4314 0.1141
H -1.1957 -0.8812 0.4344
H -5.6498 -0.7121 -0.2387
H -5.0701 1.0361 -0.5713
Yb 1.8195 1.6137 0.9882
O 3.4659 1.2798 -0.5114
O 3.4937 0.1639 1.3922
C 4.0062 0.2648 0.1651
C 4.8319 -0.6751 -0.3988
H 5.3063 -1.4269 0.2322
H 5.2333 -0.5192 -1.4003
```

# 5
Molecular formula: C5H6OS
Method: DFT, ωB97M-V/def2-TZVPD

## Properties
DFT total energy	-18160.4599	eV
Kohn-Sham gap	7.96	eV
SMILES string	O=C=CCCC=S
2S+1	1

Geometry as XYZ:
```
13
C5H6OS ωB97M-V/def2-TZVPD
O 0.5595 0.1467 3.4663
C 0.6851 -0.0217 2.3308
C 0.6971 -0.3386 1.0500
C 1.0596 0.5211 -0.1923
C -0.0260 0.1219 -1.2245
C -1.3698 -0.3379 -0.6948
S -2.8116 0.5420 -1.0102
H 0.4570 -1.4730 0.8392
H 0.6720 1.5051 0.1333
H 2.1022 0.5946 -0.6518
H 0.3029 -0.9371 -1.6729
H -0.1380 0.7080 -2.1029
H -2.1900 -1.0312 -0.2703
```

# 6
Molecular formula: C5H6OS2
Method: DFT, ωB97M-V/def2-TZVPD

## Properties
DFT total energy	-28996.5409	eV
Kohn-Sham gap (spin up / spin down)	6.92 / 6.93	eV
2S+1	1

Geometry as XYZ:
```
14
C5H6OS2 ωB97M-V/def2-TZVPD
C -1.3473 0.1878 0.4610
C -1.7721 0.5186 -0.8737
C -0.0338 0.1754 0.7404
C -0.7644 0.7070 -1.8623
C 0.9260 0.5012 -0.2740
O 0.5135 0.8354 -1.5070
S 1.6686 -1.9667 -0.4304
S 2.5114 1.2092 0.1483
H -2.0485 -0.0247 1.1168
H -2.7776 0.4800 -1.1679
H 0.3148 0.1516 1.6950
H -1.1644 1.0062 -2.8837
H 0.3009 -2.1873 -0.5585
H 3.0365 0.2474 0.7166
```

# 7
Molecular formula: C5H6OS2
Method: DFT, ωB97M-V/def2-TZVPD

## Properties
DFT total energy	-28997.8487	eV
Kohn-Sham gap	9.77	eV
SMILES string	CC#C[C@H](S)C(=O)S
2S+1	1

Geometry as XYZ:
```
14
C5H6OS2 ωB97M-V/def2-TZVPD
C -3.5925 -0.6445 -0.3207
C -2.2716 -0.1789 -0.0096
C -1.1460 0.0344 0.3100
C 0.2087 0.5948 0.6000
S 0.4461 2.2500 -0.0986
C 1.3075 -0.2876 -0.0251
O 2.2420 0.1704 -0.5462
S 1.2460 -2.0890 0.0559
H -4.1759 -1.0083 0.6478
H -3.4224 -1.5805 -0.9002
H -4.1813 0.1410 -0.7947
H 0.3306 0.6995 1.7238
H -0.5152 2.9034 0.6092
H -0.0832 -2.2033 0.4394
```

# 8
Molecular formula: C5H6OS2
Method: DFT, ωB97M-V/def2-TZVPD

## Properties
DFT total energy	-28990.0576	eV
Kohn-Sham gap	7.14	eV
2S+1	1

Geometry as XYZ:
```
14
C5H6OS2 ωB97M-V/def2-TZVPD
C 1.1617 -1.3135 -0.2139
C 0.6525 0.0103 -0.4377
C 0.8904 0.6278 -1.7541
C -0.1667 0.7184 0.3533
C -1.9650 0.5897 1.8766
H -0.0816 -2.0513 -0.6588
H 1.7592 -1.3523 1.2051
H 2.4095 -1.5155 -1.1121
H 0.8412 1.8050 -1.8797
H -0.3875 1.6419 0.0910
H -2.4052 1.4684 1.3527
O -1.0247 -0.2250 1.2901
S 1.2176 -0.5246 -3.2691
S -2.9013 0.1205 3.1567
```

# 9
Molecular formula: C5H6OS2
Method: DFT, ωB97M-V/def2-TZVPD

## Properties
DFT total energy	-28998.2890	eV
Kohn-Sham gap	9.17	eV
SMILES string	C1S[C@H]2S[C@@H]1[C@@H]1O[C@H]21
2S+1	1

Geometry as XYZ:
```
14
C5H6OS2 ωB97M-V/def2-TZVPD
C 1.3218 -0.4019 -0.8251
S 0.5391 1.1554 -1.6096
C -1.0724 0.8563 -0.6580
S -1.4085 -0.9122 -1.0035
C 0.1690 -1.1096 -0.0440
C -0.0336 -0.2822 1.1147
O -1.3632 -0.1084 1.5918
C -0.7756 0.9328 0.8209
H 1.8025 -1.0870 -1.5911
H 2.0421 0.0766 -0.0534
H -1.8924 1.4839 -0.9258
H 0.4421 -2.1396 0.0720
H 0.7386 -0.3952 1.8590
H -0.5095 1.9309 1.2521
```

# 10
Molecular formula: C5H6S2
Method: DFT, ωB97M-V/def2-TZVPD

## Properties
DFT total energy	-26950.8230	eV
Kohn-Sham gap	8.18	eV
SMILES string	C=C1CC(=S)CS1
2S+1	1

Geometry as XYZ:
```
13
C5H6S2 ωB97M-V/def2-TZVPD
C -2.1416 -1.0381 -0.3009
C -1.0633 -0.1980 -0.1902
C 0.2399 -0.7247 0.2734
C 1.3450 0.2313 -0.0452
S 2.9447 -0.0975 -0.2957
C 0.9101 1.6385 0.0385
S -0.9103 1.5348 -0.1678
H -1.7456 -2.1618 -0.1229
H -3.1097 -0.7938 -0.7228
H 0.3155 -0.7840 1.3452
H 0.4656 -1.8215 0.0536
H 1.4494 2.1336 -0.7869
H 1.3002 2.0811 0.9216
```

# 11
Molecular formula: C5H6S2
Method: DFT, ωB97M-V/def2-TZVPD

## Properties
DFT total energy	-26945.7962	eV
Kohn-Sham gap (spin up / spin down)	5.87 / 8.41	eV
2S+1	1

Geometry as XYZ:
```
13
C5H6S2 ωB97M-V/def2-TZVPD
C 0.8905 -0.3538 0.3105
C 1.0350 0.8673 0.0480
C -1.5778 0.0534 -0.0680
C 1.4684 2.2173 -0.3201
C -1.0459 -2.6709 0.2552
S -2.1270 1.5415 -0.2661
S -2.2224 -1.4471 0.2342
H 1.5403 2.9389 0.4198
H 0.7402 2.5519 -0.9885
H 2.5237 2.0327 -0.7484
H -0.7541 -3.0628 1.1229
H 0.6954 -1.3274 0.5641
H -1.1664 -3.3410 -0.5636
```

# 12
Molecular formula: C5H6S3
Method: DFT, ωB97M-V/def2-TZVPD

## Properties
DFT total energy	-37785.4032	eV
Kohn-Sham gap	8.15	eV
2S+1	1

Geometry as XYZ:
```
14
C5H6S3 ωB97M-V/def2-TZVPD
C 0.4145 1.6581 -0.5401
C 2.1751 -0.5231 -0.0422
C -0.4676 -1.1341 0.8248
C -1.7488 -0.7893 0.2029
C -2.7958 -0.5064 -0.3230
H 0.5054 2.7229 -0.6779
H -0.4682 1.4712 0.0334
H 0.3766 1.2000 -1.5161
H -0.6085 -1.9923 1.4637
H -0.1148 -0.3024 1.4871
H -3.7222 -0.2714 -0.7746
S 1.9240 1.1766 0.3496
S 3.6999 -1.1018 -0.1247
S 0.8304 -1.6081 -0.3629
```

# 13
Molecular formula: C5H6S3
Method: DFT, ωB97M-V/def2-TZVPD

## Properties
DFT total energy	-37782.5572	eV
Kohn-Sham gap	6.79	eV
SMILES string	C=CCSC(=S)C=S
2S+1	1

Geometry as XYZ:
```
14
C5H6S3 ωB97M-V/def2-TZVPD
C 2.0368 0.1420 -1.9473
C 0.7642 0.2599 -1.5082
C 0.3892 -0.9972 -0.6430
S 0.3330 -0.2006 1.0919
C -1.3311 0.2822 1.1657
S -2.2810 0.3703 -0.2430
C -1.8566 0.5923 2.5754
S -0.4290 1.2907 3.5230
H 2.6175 0.8247 -2.5330
H 2.7201 -0.5968 -1.4883
H 0.0860 0.9286 -1.8120
H 0.8465 -2.0483 -0.4338
H -0.7956 -1.1331 -0.6131
H -3.1000 0.2853 2.8658
```

# 14
Molecular formula: C5H7BFNO2
Method: DFT, ωB97M-V/def2-TZVPD

## Properties
DFT total energy	-14277.9816	eV
Kohn-Sham gap	8.70	eV
2S+1	1

Geometry as XYZ:
```
17
C5H7BFNO2 ωB97M-V/def2-TZVPD
B -1.6037 0.5842 -0.1686
C 0.7318 -1.4240 -0.2665
C 1.3921 -0.2875 0.0661
C -0.6233 -1.8771 -0.1057
C 0.9213 0.8103 0.8321
C -1.6261 -0.9812 0.1217
N -0.3347 1.0554 0.9431
O -2.7095 1.2985 0.1631
O -1.1528 1.1098 -1.4302
F -2.7782 -1.5866 0.4600
H 1.4705 -2.2367 -0.7115
H 2.3732 -0.4285 -0.1994
H -0.7008 -2.8949 -0.1081
H 1.6398 1.3168 1.3212
H -0.7385 1.7659 1.5425
H -2.6858 2.2533 -0.1437
H -0.5117 0.7403 -1.9064
```

# 15
Molecular formula: C5H7BiLiO5
Method: DFT, ωB97M-V/def2-TZVPD

## Properties
DFT total energy	-21562.2061	eV
Kohn-Sham gap (spin up / spin down)	6.18 / 5.97	eV
net charge	+2
2S+1	2

Geometry as XYZ:
```
19
C5H7BiLiO5 ωB97M-V/def2-TZVPD
O -0.3946 1.5976 -2.1578
C 0.8127 1.5740 -2.2808
C 1.6977 0.9115 -1.2689
O 0.9855 0.8807 -0.0402
Li -1.1110 1.0909 -0.4114
H 1.2984 1.8217 -3.2423
H 2.6076 1.5108 -1.1150
H 2.0589 -0.0367 -1.6951
H -3.3348 -0.8663 -0.0938
C -2.4171 -0.9883 0.4988
C -1.7270 -2.1650 0.4564
Bi -1.1692 0.5806 2.8982
O -1.9468 0.1499 0.9685
H -2.0847 -2.9500 -0.2121
H -1.1769 -2.5503 1.3205
O 1.6572 -1.1425 0.5823
C 1.4270 0.0196 0.8958
O 1.2017 0.5493 2.1019
H 1.6152 0.0125 2.7952
```

# 16
Molecular formula: C5H7Br
Method: DFT, ωB97M-V/def2-TZVPD

## Properties
DFT total energy	-75337.1269	eV
Kohn-Sham gap	10.47	eV
SMILES string	C#CCC=C.Br
2S+1	1

Geometry as XYZ:
```
13
C5H7Br ωB97M-V/def2-TZVPD
C 1.9695 1.9508 0.6012
C 1.2630 0.9391 0.5547
C 0.8421 -0.5066 0.2941
C -0.5967 -1.1996 0.1957
C -1.6998 -0.5606 0.6265
H 2.1412 2.9661 0.5031
H 1.4115 -0.6616 -0.5944
H 1.3594 -1.0109 1.0490
H -0.5304 -2.1092 -0.5177
H -2.5797 -1.1062 0.7510
H -1.6452 0.3576 1.1639
Br -0.4583 0.8778 -2.6277
H -1.4767 0.0633 -1.9993
```

# 17
Molecular formula: C5H7Br
Method: DFT, ωB97M-V/def2-TZVPD

## Properties
DFT total energy	-75337.4376	eV
Kohn-Sham gap	10.59	eV
SMILES string	C=C=C.C=CBr
2S+1	1

Geometry as XYZ:
```
13
C5H7Br ωB97M-V/def2-TZVPD
C 1.0964 -0.4745 -1.2006
C 0.1339 -1.2567 -0.8120
C -0.8889 -1.9669 -0.4610
H 0.9055 0.5331 -1.2856
H 2.1244 -0.6697 -1.3952
H -1.2213 -2.1574 0.5343
H -1.5199 -2.3738 -1.2102
C -0.4298 2.1191 1.0919
C -1.5643 1.8302 0.5921
Br -2.1087 2.0748 -1.2083
H 0.2943 2.6604 0.5249
H -0.2657 1.9759 2.0719
H -2.5733 1.7434 1.2094
```

# 18
Molecular formula: C5H7Br
Method: DFT, ωB97M-V/def2-TZVPD

## Properties
DFT total energy	-75337.4252	eV
Kohn-Sham gap	9.50	eV
SMILES string	BrCC=C1CC1
2S+1	1

Geometry as XYZ:
```
13
C5H7Br ωB97M-V/def2-TZVPD
Br 4.5243 -0.0459 -0.0708
C 2.2976 0.4588 -0.3619
C 1.2022 -0.5508 -0.1671
C -0.0835 -0.3369 0.0024
C -1.4398 -0.8511 0.2820
C -1.1490 0.6261 0.3386
H 2.6110 0.8527 -1.2564
H 2.2770 1.2337 0.3916
H 1.6414 -1.4929 -0.1888
H -1.5918 -1.4919 1.1778
H -2.0018 -1.1556 -0.6150
H -1.8333 0.8841 -0.4498
H -0.9080 1.3197 1.1241
```